[1]
Computed, not measured: an isolated molecule of C15H14F3N3O4S2 in a non-equilibrium geometry, with ωB97M-V/def2-TZVPD.

DFT total energy: -2141.2197 a.u.
E_HOMO: -8.2 eV
2S+1: 1
SMILES: O=C(O)c1sccc1S(=O)(=O)N1CCN(c2ccc(C(F)(F)F)cn2)CC1
Strongest force on any atom: 1.09 eV/A
LUMO energy: -0.1 eV
Gap between HOMO and LUMO: 8.180 eV

Element x y z (Å)
O1 -4.1774 -2.1422 2.4358
C1 -3.6666 -1.3462 1.6937
O2 -3.2475 -0.1407 2.0926
C2 -3.4868 -1.5669 0.2515
S1 -4.7148 -2.4424 -0.5948
C3 -3.8337 -2.3342 -2.0599
C4 -2.6497 -1.6835 -1.9020
C5 -2.4484 -1.2411 -0.5794
S2 -0.8905 -0.4702 -0.1512
O3 -0.6871 -0.5541 1.2641
O4 0.0804 -1.0559 -1.0234
N1 -1.2155 1.1082 -0.6250
C6 -1.4172 2.0252 0.4742
C7 -0.0672 2.3504 1.1613
N2 1.0145 2.1324 0.2249
C8 1.8458 1.0477 0.2932
C9 2.1392 0.3733 1.4927
C10 2.9813 -0.7096 1.4490
C11 3.5482 -1.0853 0.2292
C12 4.4700 -2.2567 0.1598
F1 4.6668 -2.7073 -1.0877
F2 4.0402 -3.3063 0.8823
F3 5.7020 -1.9686 0.6441
C13 3.2597 -0.3150 -0.8869
N3 2.4422 0.7126 -0.8558
C14 0.6680 2.6040 -1.1007
C15 -0.3999 1.6624 -1.6904
H1 -3.3085 -0.0778 3.0601
H2 -4.2371 -2.7630 -2.9557
H3 -1.9204 -1.5287 -2.6743
H4 -2.0971 1.5488 1.1767
H5 -1.8885 2.9254 0.0715
H6 -0.0496 3.3972 1.4871
H7 0.0540 1.7044 2.0263
H8 1.7111 0.6765 2.4323
H9 3.2053 -1.2701 2.3444
H10 3.6945 -0.5384 -1.8517
H11 0.2856 3.6227 -1.0010
H12 1.5616 2.6025 -1.7214
H13 0.0817 0.8213 -2.1881
H14 -1.0488 2.1889 -2.3977

Cartesian forces (eV/Å) of the 3 atoms listed first:
O -0.1 -0.1 0.0
C -0.2 -0.1 0.5
O 0.0 0.4 0.1

---

[2]
Computed, not measured: C15H14F6N5O4PtS3Se2 as an isolated structure in a non-equilibrium geometry, with ωB97M-V/def2-TZVPD.

Total charge: +1
DFT total energy: -7870.4373 a.u.
E_HOMO (spin up / spin down): -11.4 / -11.4 eV
Energy above the lowest of the compared OMol25 structures with the same formula, charge and spin: 163.65 kJ/mol
2S+1: 1
Strongest force on any atom: 1.09 eV/A
LUMO energy (spin up / spin down): -4.2 / -4.2 eV
Gap between HOMO and LUMO (spin up / spin down): 7.209 / 7.208 eV

Element x y z (Å)
Pt1 0.4098 0.0784 0.0788
F1 0.1599 -2.3350 4.5193
C1 0.2736 -1.0243 4.7020
F2 -0.7621 -0.5856 5.4069
F3 1.3967 -0.7643 5.3507
S1 0.2785 -0.1530 3.0774
O1 -0.9279 -0.5892 2.4066
O2 0.4640 1.2374 3.3480
N1 1.4902 -0.8271 2.2653
S2 2.7654 0.1143 1.9769
O3 2.3900 1.0682 0.9145
O4 3.4775 0.5723 3.1137
C2 3.8528 -1.1284 1.1449
F4 4.9057 -0.4731 0.6709
F5 3.2305 -1.7352 0.1334
F6 4.2463 -2.0364 2.0194
Se1 -3.2163 1.4015 0.8185
Se2 -2.7769 0.3436 -1.1813
C3 -2.0658 -1.3324 -0.5655
C4 -2.9148 -2.4178 -0.4329
C5 -2.4117 -3.6467 -0.0339
C6 -1.0532 -3.7711 0.2004
C7 -0.2461 -2.6618 0.0441
N2 -0.7424 -1.4670 -0.3309
C8 -1.7016 2.5952 0.9912
C9 -1.9113 3.6840 1.8258
C10 -0.8831 4.5991 1.9667
C11 0.2852 4.4120 1.2392
C12 0.3880 3.2920 0.4407
N3 -0.5827 2.3745 0.3306
H1 -3.9686 -2.2852 -0.6285
H2 -3.0742 -4.4921 0.0920
H3 -0.6095 -4.7041 0.5135
H4 0.8181 -2.6918 0.2260
H5 -2.8535 3.8179 2.3399
H6 -0.9999 5.4518 2.6211
H7 1.1079 5.1088 1.2987
H8 1.2911 3.0935 -0.1234
S3 1.5132 0.4557 -1.8583
C13 0.6284 0.0814 -3.2716
N4 -0.2809 -0.8749 -3.4499
C14 -0.8735 -0.8152 -4.7862
C15 0.1185 0.0967 -5.5313
N5 0.8476 0.7113 -4.4229
H9 -0.6606 -1.3752 -2.6685
H10 -1.8758 -0.3852 -4.7443
H11 -0.9260 -1.8084 -5.2259
H12 -0.3866 0.8553 -6.1244
H13 0.7967 -0.4693 -6.1714
H14 1.5691 1.4047 -4.5264

Cartesian forces (eV/Å) of the 3 atoms listed first:
Pt 1.0 -0.2 0.2
F 0.0 0.0 -0.1
C 0.0 0.0 0.1

---

[3]
Computed, not measured: C15H14FN3OsS2 as an isolated structure, with ωB97M-V/def2-TZVPD.

Total charge: +2
DFT total energy: -1730.5316 a.u.
E_HOMO (spin up / spin down): -15.0 / -15.0 eV
2S+1: 1
Strongest force on any atom: 0.77 eV/A
LUMO energy (spin up / spin down): -9.0 / -9.0 eV
Gap between HOMO and LUMO (spin up / spin down): 5.938 / 5.941 eV

Element x y z (Å)
Os1 0.9119 0.5956 0.2463
C1 1.0137 -2.4254 4.5173
S1 -0.2773 -2.8318 3.3200
C2 0.0073 -1.7450 2.0320
S2 1.3718 -0.5713 2.0473
N1 -0.7535 -1.8052 0.9807
N2 -0.3835 -0.8976 0.0177
C3 -0.7865 -1.1692 -1.1818
C4 -0.2782 -0.3514 -2.2604
C5 -0.6617 -0.5269 -3.5745
C6 -0.1114 0.3013 -4.5485
C7 0.8032 1.2606 -4.1605
C8 1.1508 1.3735 -2.8187
N3 0.6263 0.5938 -1.8777
H1 0.8247 -3.0999 5.3506
H2 0.9216 -1.4013 4.8690
H3 2.0031 -2.6314 4.1183
H4 -1.4225 -2.0338 -1.3326
H5 -1.3737 -1.3008 -3.8274
H6 -0.3895 0.1881 -5.5875
H7 1.2643 1.9207 -4.8819
H8 1.8880 2.0926 -2.4961
F1 1.0124 5.3464 -3.0247
C9 0.9274 4.5602 -1.9779
C10 -0.3342 4.0693 -1.6294
C11 -0.4416 3.2608 -0.5271
C12 0.7177 2.9289 0.2275
C13 0.6218 2.1923 1.4782
C14 1.9853 3.4315 -0.1786
C15 2.0928 4.2563 -1.2754
H9 -1.1974 4.3684 -2.2088
H10 -1.4138 2.9111 -0.2028
H11 -0.2823 2.1977 2.0767
H12 1.5032 2.2275 2.1175
H13 2.8651 3.2306 0.4216
H14 3.0385 4.6869 -1.5763

Cartesian forces (eV/Å) of the 3 atoms listed first:
Os -0.1 -0.2 0.0
C 0.0 0.0 0.0
S 0.0 0.0 0.0

---

[4]
Computed, not measured: C15H14FeN4O2STe as an isolated structure, with ωB97M-V/def2-TZVPD.

DFT total energy: -2879.3811 a.u.
⟨S²⟩: 6.014
E_HOMO (spin up / spin down): -6.8 / -6.9 eV
Energy above the lowest of the compared OMol25 structures with the same formula, charge and spin: 27.95 kJ/mol
2S+1: 5
Strongest force on any atom: 0.17 eV/A
LUMO energy (spin up / spin down): -0.2 / -0.3 eV
Gap between HOMO and LUMO (spin up / spin down): 6.629 / 6.652 eV

Element x y z (Å)
Fe1 1.1473 0.6565 0.3465
C1 3.1531 -4.1893 0.0399
N1 1.7520 -3.8119 0.1060
C2 0.6949 -4.6801 0.2765
C3 -0.4222 -3.9461 0.2961
N2 -0.0548 -2.6057 0.1420
C4 1.3121 -2.5366 0.0108
S1 2.3984 -1.2698 -0.2597
C5 -1.0380 -1.5714 0.0951
C6 -2.3222 -1.8468 0.5479
C7 -3.2932 -0.8740 0.4069
C8 -2.9668 0.3365 -0.1802
C9 -1.6530 0.5378 -0.5494
N3 -0.6987 -0.3914 -0.4001
H1 3.2195 -5.2662 0.1689
H2 3.7101 -3.6845 0.8266
H3 3.5747 -3.9035 -0.9218
H4 0.8334 -5.7428 0.3577
H5 -1.4425 -4.2634 0.3678
H6 -2.5631 -2.7766 1.0364
H7 -4.2968 -1.0643 0.7634
H8 -3.6968 1.1202 -0.3191
H9 -1.3128 1.4780 -0.9700
O1 0.3444 -0.5671 2.3253
N4 0.7928 0.3623 2.9959
O2 1.2981 1.2859 2.2811
Te1 1.4412 2.5342 -1.4794
C10 0.1316 3.9379 -0.5714
C11 -0.0031 4.0469 0.8115
C12 -0.8883 4.9659 1.3626
C13 -1.6433 5.7943 0.5452
C14 -1.5079 5.6969 -0.8332
C15 -0.6312 4.7737 -1.3869
H10 0.5865 3.4210 1.4698
H11 -0.9792 5.0344 2.4399
H12 -2.3279 6.5128 0.9779
H13 -2.0878 6.3406 -1.4834
H14 -0.5398 4.7004 -2.4639

Cartesian forces (eV/Å) of the 3 atoms listed first:
Fe 0.0 0.0 -0.2
C 0.0 0.0 0.0
N 0.0 0.0 0.0

---

[5]
Computed, not measured: C15H14IrN2O3S as an isolated structure in a non-equilibrium geometry, with ωB97M-V/def2-TZVPD.

DFT total energy: -1417.3550 a.u.
⟨S²⟩: 8.810
E_HOMO (spin up / spin down): -5.3 / -8.5 eV
2S+1: 6
Strongest force on any atom: 5.65 eV/A
LUMO energy (spin up / spin down): 0.5 / -3.5 eV
Gap between HOMO and LUMO (spin up / spin down): 5.836 / 4.997 eV

Element x y z (Å)
C1 2.0024 1.1666 -0.1908
C2 2.5311 -0.1393 -0.4791
C3 2.4461 -0.9341 0.7132
C4 1.8810 -0.1144 1.7571
C5 1.6237 1.1910 1.2020
Ir1 0.4785 -0.2962 0.1347
C6 0.0332 -1.0771 -1.6596
C7 -0.5217 0.3181 -1.9679
C8 -0.2989 0.9608 -3.1721
N1 -0.9258 0.8369 -0.7940
H1 2.7742 -1.9624 0.8114
H2 2.9335 -0.4616 -1.4337
H3 1.7090 -0.4105 2.7845
H4 1.2041 2.0423 1.7340
H5 1.9719 2.0095 -0.8782
H6 0.8841 -1.3297 -2.2896
H7 -1.9298 0.8024 -0.5747
H8 -0.7831 -1.8096 -1.6220
H9 0.1390 0.3588 -3.9598
H10 -0.6110 2.0049 -3.3123
O1 -4.5820 -2.7887 -0.7396
S1 -4.2953 -1.7304 0.1963
O2 -5.1406 -0.5644 0.2615
N2 -2.6825 -1.2795 0.1242
C9 -1.9867 -1.6253 1.1886
O3 -0.7168 -1.4720 1.3431
C10 -2.7871 -2.2898 2.2376
C11 -2.3863 -2.7710 3.4945
C12 -3.3422 -3.3855 4.2991
C13 -4.6703 -3.5191 3.8599
C14 -5.0630 -3.0378 2.6014
C15 -4.0931 -2.4245 1.8176
H11 -1.3484 -2.6475 3.7999
H12 -3.0661 -3.7766 5.2790
H13 -5.4077 -3.9958 4.5003
H14 -6.0782 -3.1262 2.2245

Cartesian forces (eV/Å) of the 3 atoms listed first:
C 2.6 1.1 0.3
C 0.4 1.2 0.1
C 0.9 0.2 1.3

---

[6]
Computed, not measured: an isolated molecule of C15H14N2O6 in a non-equilibrium geometry, with ωB97M-V/def2-TZVPD.

DFT total energy: -1140.7640 a.u.
E_HOMO: -8.1 eV
Energy above the lowest of the compared OMol25 structures with the same formula, charge and spin: 538.53 kJ/mol
2S+1: 1
SMILES: COC(=O)C1=[N+]([O-])O[C@@H](C(=O)OC)[C@@H]1c1c[nH]c2ccccc12
Strongest force on any atom: 5.07 eV/A
LUMO energy: -0.5 eV
Gap between HOMO and LUMO: 7.672 eV

Element x y z (Å)
C1 -0.9081 -3.3555 2.4084
O1 -1.0937 -1.9539 2.3664
C2 -0.2672 -1.3756 1.4028
O2 0.1160 -1.9444 0.4137
C3 -0.0417 0.0611 1.4417
N1 -0.1643 0.8892 2.4838
O3 -0.3758 0.5980 3.7274
O4 0.2406 2.1704 2.2475
C4 0.9297 2.1703 1.0093
C5 2.3926 2.1616 1.3868
O5 2.9333 3.1775 1.9079
O6 3.1267 1.0520 1.0811
C6 4.2400 0.7488 2.0457
C7 0.3840 0.8081 0.2933
C8 -0.6848 0.9890 -0.7059
C9 -1.8326 1.7475 -0.5661
N2 -2.7543 1.3959 -1.5819
C10 -2.2112 0.4339 -2.4083
C11 -2.7217 -0.1874 -3.5080
C12 -1.9134 -1.0746 -4.2933
C13 -0.6300 -1.4494 -3.7832
C14 -0.1098 -0.7784 -2.5832
C15 -0.9227 0.1851 -1.9580
H1 0.0715 -3.5239 2.8267
H2 -0.9121 -3.8755 1.4054
H3 -1.6408 -3.9267 2.9660
H4 0.7737 3.0585 0.2825
H5 5.0634 0.2622 1.5134
H6 4.6662 1.6673 2.5785
H7 3.8309 0.0257 2.8454
H8 1.2147 0.4205 -0.2987
H9 -1.9645 2.5624 0.2075
H10 -3.6427 1.7953 -1.7298
H11 -3.7341 0.1094 -3.9322
H12 -2.1992 -1.7276 -5.1675
H13 -0.0359 -2.2627 -4.2010
H14 0.7772 -1.0542 -2.1244

Cartesian forces (eV/Å) of the 3 atoms listed first:
C 0.5 -1.8 -1.4
O 1.2 1.0 -1.1
C -2.0 -0.5 0.1

---

What did the fifth record say?
Computed, not measured: C15H14IrN2O3S as an isolated structure in a non-equilibrium geometry, with ωB97M-V/def2-TZVPD.

DFT total energy: -1417.3550 a.u.
⟨S²⟩: 8.810
E_HOMO (spin up / spin down): -5.3 / -8.5 eV
2S+1: 6
Strongest force on any atom: 5.65 eV/A
LUMO energy (spin up / spin down): 0.5 / -3.5 eV
Gap between HOMO and LUMO (spin up / spin down): 5.836 / 4.997 eV

Element x y z (Å)
C1 2.0024 1.1666 -0.1908
C2 2.5311 -0.1393 -0.4791
C3 2.4461 -0.9341 0.7132
C4 1.8810 -0.1144 1.7571
C5 1.6237 1.1910 1.2020
Ir1 0.4785 -0.2962 0.1347
C6 0.0332 -1.0771 -1.6596
C7 -0.5217 0.3181 -1.9679
C8 -0.2989 0.9608 -3.1721
N1 -0.9258 0.8369 -0.7940
H1 2.7742 -1.9624 0.8114
H2 2.9335 -0.4616 -1.4337
H3 1.7090 -0.4105 2.7845
H4 1.2041 2.0423 1.7340
H5 1.9719 2.0095 -0.8782
H6 0.8841 -1.3297 -2.2896
H7 -1.9298 0.8024 -0.5747
H8 -0.7831 -1.8096 -1.6220
H9 0.1390 0.3588 -3.9598
H10 -0.6110 2.0049 -3.3123
O1 -4.5820 -2.7887 -0.7396
S1 -4.2953 -1.7304 0.1963
O2 -5.1406 -0.5644 0.2615
N2 -2.6825 -1.2795 0.1242
C9 -1.9867 -1.6253 1.1886
O3 -0.7168 -1.4720 1.3431
C10 -2.7871 -2.2898 2.2376
C11 -2.3863 -2.7710 3.4945
C12 -3.3422 -3.3855 4.2991
C13 -4.6703 -3.5191 3.8599
C14 -5.0630 -3.0378 2.6014
C15 -4.0931 -2.4245 1.8176
H11 -1.3484 -2.6475 3.7999
H12 -3.0661 -3.7766 5.2790
H13 -5.4077 -3.9958 4.5003
H14 -6.0782 -3.1262 2.2245

Cartesian forces (eV/Å) of the 3 atoms listed first:
C 2.6 1.1 0.3
C 0.4 1.2 0.1
C 0.9 0.2 1.3

---

Q: The highest 2S+1 belongs to which entry?
A: C15H14IrN2O3S

---

Q: Among the records above, which one has the lowest DFT total energy?
A: C15H14F6N5O4PtS3Se2